Entry 1:
C34H64NO10 | wB97M-V/def2-TZVPD

Each line ends with the Löwdin charge.
Positions of all 109 atoms, in Å:
C  5.070545  -2.030672  -3.264395  -0.109
O  4.405361  -1.501354  -4.391053  -0.184
C  4.698487  -0.133703  -4.636827  -0.230
C  3.462457  0.743862  -4.461096  -0.170
C  2.994729  0.735868  -3.007871  -0.217
C  1.779674  1.642199  -2.788674  -0.194
C  0.547561  1.071263  -3.494687  -0.186
C  -0.786102  1.543752  -2.900087  -0.129
C  -1.900219  1.142551  -3.840581  -0.149
C  -2.086677  1.895597  -4.965337  0.010
C  -3.040104  1.581273  -5.941721  -0.023
C  -3.832420  0.493013  -5.778601  -0.011
C  -3.697006  -0.297546  -4.625402  -0.126
C  -4.525175  -1.400159  -4.420987  0.043
N  -4.393260  -2.149796  -3.342068  0.110
C  -3.461499  -1.899310  -2.383765  -0.015
C  -2.621784  -0.840281  -2.501763  0.058
C  -2.722016  0.002172  -3.637059  -0.062
H  4.919324  -3.103489  -3.239005  0.088
H  4.685200  -1.587267  -2.343479  0.072
H  6.141711  -1.829547  -3.294076  0.089
H  5.477639  0.209969  -3.955396  0.116
H  5.059280  -0.050955  -5.661135  0.122
H  2.691724  0.348894  -5.116426  0.113
H  3.749314  1.757247  -4.737400  0.120
H  3.819967  1.007629  -2.352290  0.105
H  2.712349  -0.288858  -2.781368  0.089
H  1.602305  1.831249  -1.732390  0.109
H  2.044281  2.588915  -3.261123  0.112
H  0.563614  1.333455  -4.549319  0.111
H  0.602376  -0.017373  -3.451168  0.122
H  -0.925847  1.079486  -1.932622  0.098
H  -0.802613  2.622196  -2.801669  0.128
H  -1.471969  2.763349  -5.147256  0.134
H  -3.121609  2.200583  -6.817847  0.122
H  -4.566053  0.232846  -6.524166  0.125
H  -5.287254  -1.635915  -5.143721  0.155
H  -5.021891  -2.933476  -3.231362  0.183
H  -3.418048  -2.575327  -1.546510  0.134
H  -1.891990  -0.674590  -1.732645  0.109
C  2.263165  -1.405770  0.183154  -0.103
O  1.336102  -1.960437  1.088189  -0.184
C  0.066680  -1.341426  1.042000  -0.199
C  -1.036661  -2.334614  1.328800  -0.176
O  -1.307288  -3.250139  0.268868  -0.150
C  -0.366234  -4.296304  0.027421  -0.175
C  -0.341159  -5.363003  1.098636  -0.203
O  0.332908  -4.896163  2.251274  -0.195
C  -0.167579  -5.445752  3.451302  -0.098
H  2.541370  -0.385304  0.470863  0.095
H  3.151990  -2.033604  0.200912  0.093
H  1.860602  -1.405625  -0.836684  0.074
H  -0.105974  -0.881656  0.058369  0.107
H  0.037126  -0.552464  1.804891  0.135
H  -1.962170  -1.763686  1.449082  0.125
H  -0.858684  -2.857513  2.268352  0.118
H  0.632540  -3.900127  -0.157690  0.121
H  -0.702932  -4.769596  -0.898512  0.125
H  0.187806  -6.245260  0.715101  0.132
H  -1.371948  -5.648933  1.340062  0.127
H  -1.250607  -5.291639  3.515844  0.068
H  0.304271  -4.917505  4.277607  0.094
H  0.062419  -6.512988  3.533168  0.094
C  7.005303  3.815818  -1.560965  -0.106
O  5.961810  4.587879  -1.007771  -0.189
C  4.674742  4.160210  -1.410189  -0.206
C  3.648411  4.366047  -0.317485  -0.183
O  3.742713  3.447766  0.760291  -0.132
C  4.800819  3.612791  1.697003  -0.179
C  4.641367  4.796790  2.624361  -0.204
O  4.935457  6.012186  1.957497  -0.197
C  4.216833  7.113974  2.467691  -0.110
H  7.086488  3.976208  -2.641898  0.089
H  7.932980  4.131196  -1.087489  0.091
H  6.857502  2.748916  -1.356057  0.086
H  4.687759  3.098985  -1.688659  0.105
H  4.379509  4.749622  -2.290086  0.130
H  2.667057  4.174437  -0.761576  0.117
H  3.647620  5.399043  0.033063  0.122
H  5.772485  3.632091  1.201946  0.121
H  4.769668  2.712124  2.314380  0.127
H  5.339688  4.682978  3.463943  0.130
H  3.618333  4.809734  3.017831  0.126
H  3.139499  6.911759  2.478466  0.087
H  4.402764  7.961300  1.810370  0.089
H  4.548843  7.370353  3.479478  0.090
C  -8.178131  -0.397937  5.575227  -0.106
O  -7.237272  -1.232494  4.931613  -0.196
C  -6.917559  -0.809063  3.620030  -0.208
C  -5.479683  -1.131264  3.273952  -0.192
O  -4.518230  -0.302885  3.908052  -0.130
C  -4.256744  -0.511076  5.291331  -0.177
C  -3.477479  -1.769962  5.598457  -0.199
O  -4.298354  -2.922610  5.497884  -0.192
C  -3.584920  -4.065846  5.091206  -0.115
H  -9.165299  -0.481670  5.108495  0.089
H  -8.249137  -0.723609  6.611138  0.090
H  -7.851415  0.647535  5.562233  0.089
H  -7.080474  0.268766  3.508014  0.126
H  -7.575859  -1.337465  2.915849  0.127
H  -5.356665  -0.933267  2.204781  0.120
H  -5.264615  -2.189367  3.434850  0.119
H  -5.171241  -0.461451  5.882998  0.122
H  -3.633095  0.335164  5.587586  0.129
H  -3.090581  -1.707950  6.623791  0.131
H  -2.629110  -1.840713  4.906691  0.121
H  -3.030080  -3.867669  4.165104  0.066
H  -4.303753  -4.860795  4.899274  0.092
H  -2.888055  -4.394821  5.870638  0.093

Forces on atoms 1 to 3 (eV/Å):
0.0 0.2 0.1
0.0 -0.1 0.0
-0.3 0.0 -0.1

## Properties
Charge ... +1
2S+1 ... 1

---

Entry 2:
C34H65Br2O14 | wB97M-V/def2-TZVPD

Each line ends with the Löwdin charge.
Positions of all 115 atoms, in Å:
C  -0.194629  -0.198821  1.515091  -0.123
C  0.590717  1.060852  1.859296  -0.203
C  -0.167310  2.351042  1.433040  -0.215
O  -1.266953  1.958857  0.635281  -0.203
C  -2.269529  2.986909  0.477829  -0.222
C  -3.601898  2.749193  1.135977  -0.321
C  -3.422201  2.195144  2.527340  -0.213
C  -2.928330  3.214489  3.504707  -0.770
O  -2.741060  4.352640  3.351961  0.059
Br  -2.567691  2.501467  5.351523  0.531
C  -4.481500  1.924831  0.334161  -0.577
Br  -3.836999  -0.058650  -0.066170  0.511
C  -5.927934  1.796338  0.890620  -0.294
C  -6.346816  0.537021  1.651437  -0.177
H  0.338814  -1.060007  1.927066  0.062
H  -1.192895  -0.221070  1.935175  0.044
H  -0.265874  -0.362256  0.447079  0.066
H  0.826212  1.065640  2.919665  0.100
H  1.525517  1.019940  1.312848  0.072
H  -0.462856  2.954307  2.292387  0.110
H  0.501930  2.957311  0.832510  0.092
H  -2.420311  3.139179  -0.593563  0.088
H  -1.837184  3.921118  0.851134  0.107
H  -2.766169  1.319711  2.562505  0.100
H  -4.377121  1.876718  2.944329  0.104
H  -4.559349  2.410221  -0.632952  0.062
H  -6.135734  2.678995  1.485057  0.096
H  -6.589325  1.852029  0.024912  0.092
H  -6.613439  -0.259361  0.967815  0.042
H  -7.250842  0.765408  2.219286  0.063
H  -5.609318  0.191334  2.364890  0.048
O  2.681471  3.101074  1.210519  0.098
C  3.441074  3.218511  0.291776  -0.506
O  3.487329  4.390167  -0.372192  0.009
C  4.507280  4.675820  -1.335333  -0.234
C  4.160810  4.177453  -2.717445  -0.070
C  4.275925  2.057511  -0.206713  0.017
H  5.468460  4.284402  -1.001129  0.103
H  4.592004  5.761776  -1.337870  0.121
H  4.067070  3.094278  -2.739128  0.065
H  4.937721  4.465285  -3.420422  0.066
H  3.210023  4.599346  -3.048429  0.087
H  3.697858  1.507375  -0.948232  0.103
H  4.471115  1.402422  0.639590  0.084
H  5.228000  2.348014  -0.645095  0.042
O  -6.892628  -5.193002  2.295489  0.086
C  -6.089972  -5.121357  1.400279  -0.531
O  -5.930789  -3.956053  0.763899  0.007
C  -4.867832  -3.723613  -0.174089  -0.239
C  -5.257261  -4.152683  -1.572546  -0.064
C  -5.322833  -6.340554  0.940520  0.019
H  -3.946807  -4.200641  0.161889  0.112
H  -4.688099  -2.650769  -0.155907  0.023
H  -5.449362  -5.225719  -1.631470  0.063
H  -4.460911  -3.905733  -2.274499  0.080
H  -6.166259  -3.636421  -1.880619  0.081
H  -5.896486  -6.855442  0.171627  0.099
H  -5.216676  -7.010640  1.784318  0.046
H  -4.326819  -6.123726  0.562345  0.076
O  6.675826  2.625626  -2.812189  0.093
C  7.518167  2.697400  -3.665161  -0.499
O  7.649477  3.868797  -4.323353  -0.002
C  8.738505  4.139633  -5.206695  -0.239
C  8.459079  3.663766  -6.616757  -0.063
C  8.365526  1.513008  -4.054996  0.027
H  9.667253  3.726951  -4.811240  0.111
H  8.844274  5.223075  -5.193216  0.122
H  8.339890  2.581381  -6.657286  0.068
H  9.277011  3.944576  -7.280691  0.080
H  7.537561  4.111347  -6.987593  0.084
H  7.863255  0.960408  -4.848704  0.101
H  8.446057  0.872395  -3.178377  0.054
H  9.369351  1.777848  -4.379671  0.079
O  -5.310051  -9.398731  2.505469  0.107
C  -5.439865  -9.329878  3.695125  -0.513
O  -5.176311  -10.439152  4.425381  -0.008
C  -5.096906  -10.426102  5.850618  -0.245
C  -6.450577  -10.625060  6.500609  -0.066
C  -5.972740  -8.101207  4.397964  0.025
H  -4.603897  -9.519376  6.202154  0.111
H  -4.439274  -11.257430  6.099593  0.120
H  -7.133038  -9.810087  6.261730  0.067
H  -6.346949  -10.679066  7.584680  0.079
H  -6.904167  -11.550091  6.145523  0.081
H  -7.058688  -8.168974  4.441960  0.103
H  -5.716707  -7.219484  3.820042  0.067
H  -5.580002  -7.963043  5.402196  0.074
O  9.118930  -0.514026  -1.683092  0.092
C  8.746757  -0.365935  -0.550000  -0.511
O  8.881117  -1.391257  0.307554  0.005
C  8.647450  -1.260850  1.713490  -0.235
C  7.191811  -1.475138  2.071171  -0.057
C  8.048600  0.896322  -0.098164  0.023
H  9.023955  -0.304945  2.078939  0.111
H  9.262270  -2.035160  2.168427  0.121
H  6.550646  -0.717821  1.620849  0.065
H  7.057752  -1.437397  3.152081  0.084
H  6.855804  -2.446643  1.710734  0.085
H  6.979721  0.786431  -0.277399  0.083
H  8.413069  1.722318  -0.702063  0.085
H  8.215540  1.146168  0.946669  0.077
O  -0.734165  5.365153  -4.422785  0.093
C  -1.761354  5.069235  -3.876987  -0.524
O  -2.695449  4.407963  -4.592183  -0.005
C  -3.869983  3.847405  -3.996748  -0.230
C  -5.003771  4.849295  -3.932429  -0.065
C  -2.069261  5.480874  -2.455551  0.018
H  -3.646429  3.421038  -3.018686  0.105
H  -4.147028  3.017050  -4.643481  0.122
H  -4.752190  5.697489  -3.295889  0.068
H  -5.902311  4.377539  -3.534720  0.080
H  -5.220217  5.236789  -4.928614  0.077
H  -2.547047  6.460071  -2.472361  0.094
H  -1.129121  5.559095  -1.917418  0.093
H  -2.700467  4.782754  -1.911805  0.052

Forces on atoms 1 to 3 (eV/Å):
0.4 -0.6 0.5
-0.7 0.2 -0.5
0.3 -0.8 -0.3

## Properties
Charge ... -1
2S+1 ... 1

---

| no. | HOMO-LUMO gap (eV) | E (eV) |
| --- | --- | --- |
| 1 | 6.48 | -58249.946 |
| 2 | 4.97 | -205062.549 |